Record 1
A structure of composition C33H29IrN7O5S2 at a distorted geometry. Source: OMol25; level of theory: the ωB97M-V functional and the def2-TZVPD basis.

Its charge is +2. The spin multiplicity is 2. The LUMO energy (alpha / beta) comes out at -8.60 / -8.04 eV. The calculation puts the largest force on an atom at 4.9 eV Å⁻¹. The calculation puts the HOMO energy (alpha / beta) at -13.68 / -13.65 eV. For the relative energy (zero: lowest compared OMol25 entry of this formula, charge and spin), the calculation gives 529.3 kJ/mol. As for the frontier orbital gap (alpha / beta): 5.08 / 5.61 eV.

Last column: Löwdin spin population.
Cartesian coordinates (Å):
H (4.131, -3.484, -5.215)  0.0001
S (-1.245, -1.548, 0.755)  0.0036
Ir (-0.068, 1.047, 0.785)  0.8145
C (1.643, 3.645, 4.859)  0.0028
C (1.586, 2.725, -0.740)  0.0072
C (-5.840, 0.218, -1.896)  0.0000
C (-3.116, 1.682, 0.171)  -0.0004
C (2.102, -1.857, -1.702)  0.0004
N (-3.425, 0.054, -1.983)  0.0025
C (0.820, -3.229, 1.299)  0.0007
H (-1.364, -6.403, 1.475)  0.0000
C (-6.820, 1.795, -0.354)  0.0000
O (3.862, 1.133, 0.097)  0.0051
O (-2.577, -1.719, 0.226)  0.0042
O (-1.188, -0.647, 1.927)  -0.0228
C (2.919, -0.757, -1.520)  0.0018
C (0.327, 3.740, 4.443)  0.0009
N (0.764, 2.186, 2.683)  -0.0335
H (-7.927, 0.605, -1.758)  0.0000
H (3.547, 2.732, 4.446)  -0.0002
C (3.180, -2.955, -5.162)  0.0002
C (0.641, -5.632, 1.485)  0.0009
N (1.503, 1.380, -0.724)  0.0619
C (0.466, 4.596, 0.033)  0.0000
H (-5.462, 2.783, 0.990)  -0.0004
C (1.297, -6.960, 1.611)  0.0002
C (-5.583, 2.084, 0.178)  -0.0001
N (-2.038, 1.203, -0.525)  0.0809
C (-6.950, 0.847, -1.371)  -0.0002
O (2.045, -0.244, 0.997)  0.0287
H (4.481, 0.466, -2.288)  0.0000
H (2.378, -6.865, 1.675)  0.0000
H (4.628, -0.808, -4.420)  0.0000
H (-7.700, 2.294, 0.021)  0.0000
H (-2.209, 3.543, 3.449)  -0.0019
C (-1.454, 3.003, 2.881)  0.0014
H (-3.510, -0.632, -2.725)  0.0005
H (3.148, -2.272, -6.008)  0.0000
N (0.554, 3.283, -0.075)  0.0105
C (2.027, 2.121, 3.061)  0.0002
H (1.383, -2.123, -0.948)  0.0001
H (0.935, -7.494, 2.489)  0.0001
H (3.395, 3.030, -1.858)  0.0001
H (-5.940, -0.511, -2.684)  0.0000
C (2.575, 3.509, -1.348)  0.0011
H (2.685, 1.488, 2.483)  -0.0004
C (2.196, -2.578, -2.878)  0.0003
C (3.842, -0.380, -2.483)  0.0009
H (1.410, -2.326, 1.285)  0.0000
N (-1.737, 2.385, 1.792)  -0.0480
H (1.056, -7.579, 0.745)  0.0001
C (-0.558, -3.143, 1.175)  -0.0001
O (-0.331, -0.990, -0.280)  0.0976
C (3.094, -2.205, -3.878)  0.0008
H (2.494, -4.552, 1.470)  0.0000
H (2.382, -3.685, -5.265)  0.0000
C (2.464, 4.882, -1.250)  0.0005
C (-0.094, 2.977, 3.352)  -0.0024
C (2.511, 2.821, 4.160)  -0.0005
H (1.304, 6.513, -0.442)  0.0001
C (-0.756, -5.513, 1.414)  0.0000
C (-4.577, 0.554, -1.415)  -0.0003
C (-2.226, 0.425, -1.555)  0.0083
C (1.404, 5.443, -0.543)  0.0018
H (3.197, 5.523, -1.720)  0.0000
C (-4.441, 1.467, -0.347)  0.0018
C (-1.353, -4.275, 1.252)  0.0005
N (-2.941, 2.328, 1.293)  -0.0367
H (-0.359, 4.404, 4.943)  -0.0002
H (1.989, 4.209, 5.711)  0.0001
H (-1.355, 0.073, -2.089)  0.0006
H (-0.373, 4.987, 0.589)  -0.0003
S (2.684, 0.361, -0.166)  0.0049
C (3.926, -1.103, -3.655)  -0.0001
C (1.417, -4.470, 1.423)  -0.0002
H (-2.422, -4.177, 1.172)  0.0000
H (1.547, -3.427, -3.028)  0.0000

***

Record 2
A structure of composition C33H29N6S2Tc. Source: OMol25; level of theory: the ωB97M-V functional and the def2-TZVPD basis.

Its charge is +1. The spin multiplicity is 2. The LUMO energy (alpha / beta) comes out at -3.61 / -3.67 eV. The calculation puts the largest force on an atom at 0.7 eV Å⁻¹. The calculation puts the HOMO energy (alpha / beta) at -9.41 / -9.89 eV. For the relative energy (zero: lowest compared OMol25 entry of this formula, charge and spin), the calculation gives 0.0 kJ/mol. As for the frontier orbital gap (alpha / beta): 5.80 / 6.22 eV.

Last column: Löwdin spin population.
Cartesian coordinates (Å):
C (-4.084, -0.024, 0.114)  -0.0002
N (1.711, -0.522, -0.273)  -0.0333
H (-3.739, 4.884, 2.910)  0.0000
C (0.113, 5.427, 2.622)  -0.0006
C (-2.704, 2.819, 0.414)  -0.0001
H (1.082, 4.316, -0.426)  0.0000
C (0.578, 0.041, -3.068)  0.0013
C (-4.640, -1.061, -1.968)  -0.0001
H (6.189, 0.493, -0.116)  0.0006
H (0.367, 2.630, -3.299)  0.0011
H (-4.169, 6.332, 0.950)  0.0000
C (2.819, 0.301, -0.036)  0.0093
S (-1.104, -0.339, 2.068)  0.0189
H (-0.406, -5.416, -1.843)  -0.0002
Tc (-0.013, 0.287, -0.024)  0.9202
C (0.528, 3.058, 2.661)  0.0005
C (0.179, 4.230, 3.317)  0.0000
C (2.483, 1.569, 0.484)  -0.0030
H (-2.768, 3.277, -1.688)  0.0000
H (-0.031, 4.206, 4.379)  0.0000
H (-0.156, 6.341, 3.132)  0.0000
H (-3.686, 5.519, -1.325)  0.0000
H (4.334, -1.085, -0.644)  -0.0002
C (0.767, -3.702, -1.374)  0.0052
C (-1.570, 1.039, -2.617)  0.0017
H (-0.050, 2.972, -1.597)  0.0000
N (-0.156, 0.936, -2.138)  0.0091
H (-5.766, -1.317, -0.156)  0.0000
C (-4.913, -0.850, -0.627)  0.0000
C (-1.610, -3.757, -1.158)  0.0080
N (1.152, 1.842, 0.659)  0.0530
N (-0.431, -1.741, -0.636)  0.0024
S (-2.587, 2.086, 2.901)  -0.0027
C (-3.003, 3.272, 1.691)  -0.0003
C (4.849, 2.039, 0.576)  -0.0091
C (0.788, 4.281, 0.615)  0.0012
C (0.734, -2.373, -0.920)  -0.0016
H (1.613, -0.060, -2.751)  0.0003
C (-0.409, -4.391, -1.500)  -0.0021
C (3.552, 2.437, 0.799)  0.0077
H (-2.556, -4.275, -1.214)  0.0006
H (-2.474, -1.939, -0.437)  -0.0004
H (3.348, 3.409, 1.225)  0.0008
C (-3.529, 4.536, 1.909)  0.0000
H (-5.274, -1.701, -2.564)  0.0000
H (0.415, 6.384, 0.724)  0.0001
C (-2.979, 0.574, -0.474)  0.0011
H (-3.328, -0.623, -3.593)  0.0000
H (5.654, 2.717, 0.827)  -0.0008
H (1.509, 2.229, -1.993)  0.0000
C (0.429, 5.449, 1.269)  0.0003
C (4.142, -0.097, -0.254)  -0.0037
H (-4.301, 0.160, 1.158)  0.0000
H (1.727, -4.142, -1.596)  0.0001
H (0.609, 2.122, 3.202)  0.0000
H (0.107, -0.939, -3.082)  0.0000
C (0.816, 3.066, 1.300)  0.0044
C (5.159, 0.777, 0.044)  0.0078
C (0.458, 2.281, -2.265)  0.0068
C (-1.572, -2.454, -0.733)  -0.0056
H (-1.610, 0.607, -3.617)  -0.0001
C (-2.680, 0.382, -1.825)  0.0010
C (-2.962, 3.618, -0.687)  -0.0001
C (-3.540, -0.447, -2.546)  -0.0002
H (-1.792, 2.095, -2.754)  -0.0001
C (-3.764, 5.340, 0.809)  -0.0002
N (1.917, -1.708, -0.757)  0.0044
C (-1.992, 1.018, 1.715)  -0.0008
H (0.552, 0.467, -4.075)  0.0000
C (-3.488, 4.881, -0.475)  -0.0002
N (-2.186, 1.471, 0.391)  -0.0020

***

Record 3
A structure of composition C33H29NO6PS2Zr. Source: OMol25; level of theory: the ωB97M-V functional and the def2-TZVPD basis.

Its charge is 0. The spin multiplicity is 2. The LUMO energy (alpha / beta) comes out at 0.21 / 0.24 eV. The calculation puts the largest force on an atom at 0.6 eV Å⁻¹. The calculation puts the HOMO energy (alpha / beta) at -5.62 / -8.26 eV. For the relative energy (zero: lowest compared OMol25 entry of this formula, charge and spin), the calculation gives 9.5 kJ/mol. As for the frontier orbital gap (alpha / beta): 5.83 / 8.50 eV.

Last column: Löwdin spin population.
Cartesian coordinates (Å):
C (-3.485, 0.972, -0.578)  0.0009
H (-3.534, -4.113, -2.495)  0.0000
C (-3.346, 2.880, -1.982)  0.0015
C (-1.395, -8.641, -2.292)  0.0000
H (-0.872, 5.650, 3.243)  0.0002
H (2.302, -6.252, 0.044)  0.0000
C (-1.416, 1.443, -1.683)  0.0135
H (-1.916, 1.894, 1.490)  0.0012
C (-0.312, 1.832, 2.922)  0.0130
C (-2.425, -0.077, 4.205)  -0.0005
C (-2.044, 2.571, -2.260)  0.0006
H (2.238, -0.850, 6.886)  0.0000
C (1.403, -0.367, 3.632)  -0.0008
C (-3.471, -2.156, 4.813)  -0.0003
C (-0.466, -4.631, -1.121)  0.0010
P (-0.085, 0.052, 2.618)  0.0323
C (-1.919, -6.180, -2.210)  0.0001
H (-2.412, 1.006, 4.243)  0.0000
H (-2.678, -3.034, -1.386)  0.0001
C (1.672, -5.366, -0.012)  0.0001
H (-2.829, -6.383, -2.765)  0.0000
H (-0.700, -2.715, 2.954)  0.0007
H (-2.488, -3.932, 4.106)  0.0000
H (2.250, -4.563, -0.472)  0.0000
C (-1.063, -7.228, -1.897)  -0.0001
C (0.280, 3.960, 3.885)  0.0008
H (-2.142, -3.177, -3.053)  0.0000
S (0.200, 1.001, -1.950)  0.0316
O (-0.409, -2.834, 0.466)  0.0120
C (0.484, 2.590, 3.773)  0.0037
H (0.784, -7.756, -0.945)  0.0000
H (-1.442, 3.183, -2.916)  0.0001
C (-3.448, -0.770, 4.839)  0.0002
C (0.102, -6.948, -1.190)  0.0000
C (-0.139, -3.236, -0.705)  0.0093
C (-1.305, 2.470, 2.177)  0.0058
C (-4.094, 2.065, -1.116)  0.0004
C (3.620, -0.928, 5.246)  -0.0003
C (-2.551, -3.739, -2.210)  0.0002
C (-1.454, -2.163, 3.505)  0.0007
C (-2.471, -2.851, 4.144)  0.0002
H (-0.505, -9.175, -2.626)  0.0000
O (4.356, -0.413, 1.090)  0.0016
H (-2.126, -8.664, -3.100)  0.0000
H (-3.797, 3.757, -2.428)  0.0001
C (-1.517, 3.831, 2.299)  0.0004
H (0.915, 4.539, 4.544)  0.0000
O (2.095, 0.566, 0.780)  0.0311
H (-2.293, 4.309, 1.715)  0.0000
S (2.954, -0.525, 1.310)  0.0072
Zr (0.421, -0.792, -0.009)  0.7715
H (1.439, -5.047, 1.005)  0.0000
O (-1.678, -0.399, -0.274)  0.0255
C (2.368, -0.764, 5.815)  -0.0001
H (-3.945, 0.260, 0.090)  0.0002
C (2.674, -0.550, 3.074)  -0.0001
N (-2.195, 0.684, -0.871)  0.0106
C (-0.719, 4.582, 3.155)  0.0027
H (-4.224, -0.221, 5.356)  0.0000
C (-1.417, -0.769, 3.542)  -0.0003
H (-1.813, -9.195, -1.449)  0.0000
C (1.271, -0.485, 5.012)  -0.0005
O (0.408, -2.439, -1.527)  0.0163
H (-5.125, 2.276, -0.874)  0.0000
C (3.774, -0.822, 3.870)  0.0000
H (4.744, -0.949, 3.409)  0.0000
H (4.480, -1.141, 5.866)  0.0000
C (-1.636, -4.872, -1.834)  0.0003
C (0.416, -5.657, -0.788)  0.0000
H (1.274, 2.125, 4.347)  0.0003
H (0.297, -0.356, 5.469)  0.0000
O (2.292, -1.763, 0.810)  0.0048
H (-4.269, -2.696, 5.306)  0.0000

***

Question: largest force on an atom of number 2 (C33H29N6S2Tc)?
Answer: 0.7 eV Å⁻¹

***

Question: Number 1 is which compound?
Answer: C33H29IrN7O5S2